15
Properties=species:S:1:pos:R:3 method="wB97M-V/def2-TZVPD" de_lowest_kcal_mol=27.5 e_homo_ev=-14.6 e_lumo_ev=-3.4 gap_ev=11.232 total_energy_ha=-304.20647 max_force_ev_per_a=3.2 charge=+1
C -1.660 -1.137 -1.680
N -0.833 -0.965 -0.418
C 0.311 -0.070 -0.623
C 0.648 0.674 0.694
N 1.928 0.964 0.956
O -0.306 0.834 1.426
H -1.741 -2.187 -1.972
H -1.396 -0.496 -2.508
H -2.620 -0.702 -1.397
H -1.470 -0.653 0.319
H -0.483 -1.867 -0.091
H 0.273 0.696 -1.431
H 1.218 -0.535 -0.960
H 2.322 1.259 1.841
H 2.689 0.771 0.321